Molecular formula: C5H6O2
Method: DFT, ωB97M-V/def2-TZVPD

Output
Multiplicity: 1
SMILES: CC=C=COC=O
Relative energy (zero: lowest compared OMol25 entry of this formula, charge and spin), kJ/mol: 189.1
Electronic energy, eV: -9375.136
Lowest unoccupied orbital energy, eV: 1.0

```
13
Properties=species:S:1:pos:R:3:forces:R:3:mulliken_charge:R:1
C 0.594 1.757 -1.060 -0.04 0.04 -0.05 -1.023
C 1.046 0.360 -0.747 -0.06 -0.18 -0.03 -0.019
O -0.532 0.228 1.823 -0.30 -0.52 0.06 -0.443
C -0.972 -0.881 1.954 0.06 0.35 0.11 0.160
O -1.031 -1.859 1.029 -0.03 0.09 0.12 -0.293
C 0.253 -0.663 -0.594 0.08 0.06 0.13 -0.023
C -0.540 -1.646 -0.263 0.15 0.15 -0.21 -0.326
H -0.493 1.816 -1.150 0.18 -0.05 0.00 0.310
H 1.051 2.109 -1.990 -0.06 0.01 0.11 0.358
H 0.909 2.433 -0.256 -0.03 -0.12 -0.12 0.272
H 2.107 0.205 -0.557 -0.05 0.01 -0.17 0.310
H -1.412 -1.265 2.883 0.02 -0.03 -0.03 0.359
H -0.897 -2.427 -0.926 0.09 0.19 0.07 0.359
```
Forces are in eV/Å.

***

Molecular formula: C3H7N3O
Method: DFT, ωB97M-V/def2-TZVPD

Output
Multiplicity: 1
SMILES: CN/C=N/C=N/O
Relative energy (zero: lowest compared OMol25 entry of this formula, charge and spin), kJ/mol: 440.3
Electronic energy, eV: -9738.470
Lowest unoccupied orbital energy, eV: 0.5

```
14
Properties=species:S:1:pos:R:3:forces:R:3:mulliken_charge:R:1
C 0.929 -2.343 -1.213 3.00 0.91 2.09 -0.566
C 0.156 -0.163 -0.221 -2.62 -1.18 1.57 0.142
C -1.005 1.320 1.172 1.04 2.40 1.20 -0.028
H 0.839 -2.970 -2.148 0.15 1.42 0.70 0.224
H 1.856 -1.614 -1.033 -0.92 -2.44 -1.39 0.215
H 1.019 -3.105 -0.342 -0.17 1.11 -1.29 0.230
H -0.854 -1.946 -0.420 0.98 2.44 -1.22 0.309
H 1.169 0.401 -0.265 -1.89 -0.99 -0.19 0.244
H -1.612 1.488 2.099 -0.06 -0.61 -1.17 0.376
H -0.491 4.264 0.605 -0.50 -2.19 2.22 0.350
N -0.091 -1.355 -0.913 -1.45 -1.93 1.05 -0.243
N -0.914 0.118 0.535 2.59 -0.36 -1.03 -0.486
N -0.283 2.315 0.781 -1.20 0.98 -0.56 -0.309
O -0.717 3.589 1.363 1.06 0.44 -1.99 -0.457
```
Forces are in eV/Å.

***

Molecular formula: C3H7N2
Method: DFT, ωB97M-V/def2-TZVPD

Output
Multiplicity: 1
Relative energy (zero: lowest compared OMol25 entry of this formula, charge and spin), kJ/mol: 225.0
Electronic energy, eV: -6195.179
Lowest unoccupied orbital energy, eV: -4.3
Net charge: +1

```
12
Properties=species:S:1:pos:R:3:forces:R:3:mulliken_charge:R:1
C 0.998 -0.958 -0.051 -0.81 2.65 -0.16 -0.030
C 0.988 1.086 -0.013 -0.32 -0.79 -2.37 -0.371
C -0.136 -0.016 -0.458 3.59 0.71 0.64 -0.288
N 1.883 -0.058 0.218 0.31 -1.53 -0.26 -0.422
N -1.360 -0.307 0.267 -1.33 2.38 1.67 -0.285
H 0.855 -2.003 0.098 1.02 -0.88 0.04 0.357
H 1.364 1.894 -0.760 -0.86 -1.55 1.30 0.291
H 0.774 1.456 0.937 -0.44 1.22 1.43 0.304
H -0.382 0.019 -1.493 -0.24 0.02 -0.83 0.356
H -1.346 -0.576 1.276 0.71 0.20 -0.76 0.362
H -1.662 -1.091 -0.257 -1.73 -0.96 -0.39 0.363
H -1.976 0.553 0.236 0.09 -1.47 -0.31 0.363
```
Forces are in eV/Å.

***

Molecular formula: C5H8N2
Method: DFT, ωB97M-V/def2-TZVPD

Output
Multiplicity: 1
SMILES: C[C@H]1[C@@H](C#N)N1C
Relative energy (zero: lowest compared OMol25 entry of this formula, charge and spin), kJ/mol: 434.6
Electronic energy, eV: -8290.492
Lowest unoccupied orbital energy, eV: 0.9

```
15
Properties=species:S:1:pos:R:3:forces:R:3:mulliken_charge:R:1
C 1.298 -1.662 -0.375 -0.66 0.51 0.21 -1.184
C 0.486 -0.373 -0.795 -0.37 2.25 1.66 -0.209
C -0.998 0.133 -0.215 1.01 -0.97 -1.25 0.510
C -1.592 -1.165 -0.041 -0.98 -1.41 0.55 -0.106
N -1.962 -2.252 -0.157 -0.05 0.51 0.34 -0.494
N -0.026 0.667 0.619 0.86 -0.78 -0.22 -0.356
C -0.210 2.136 0.905 0.37 -0.30 -0.23 -0.751
H 0.865 -2.212 0.461 -0.10 0.29 0.03 0.353
H 1.391 -2.419 -1.186 -0.49 0.84 0.06 0.349
H 2.346 -1.416 -0.114 -0.65 0.30 -0.06 0.320
H 1.007 0.071 -1.650 -0.83 0.78 0.45 0.351
H -1.803 0.867 -0.523 1.24 -0.74 -0.90 0.379
H -0.990 2.660 0.311 0.39 -0.60 -0.13 0.298
H 0.716 2.702 0.802 0.05 -0.22 -0.09 0.275
H -0.528 2.262 1.959 0.21 -0.46 -0.42 0.264
```
Forces are in eV/Å.

***

Molecular formula: C9H14O
Method: DFT, ωB97M-V/def2-TZVPD

Output
Multiplicity: 1
SMILES: Cc1ccc(O)cc1.CC
Relative energy (zero: lowest compared OMol25 entry of this formula, charge and spin), kJ/mol: 106.1
Electronic energy, eV: -11606.537
Lowest unoccupied orbital energy, eV: 0.9

```
24
Properties=species:S:1:pos:R:3:forces:R:3:mulliken_charge:R:1
C 3.588 -0.389 -0.160 -0.48 -1.26 -0.19 -0.329
C 3.945 -0.020 1.256 0.07 0.00 1.38 -0.979
H 4.451 -0.541 -0.803 0.39 -0.62 0.33 0.354
H 2.925 -1.285 -0.140 0.74 0.32 -0.22 0.230
H 3.065 0.306 -0.769 -0.71 1.22 0.22 -0.098
H 4.359 0.976 1.407 0.50 -0.06 -0.39 0.301
H 4.603 -0.789 1.698 0.17 0.48 -0.41 0.290
H 3.138 -0.013 2.000 -0.51 -0.13 -0.67 0.299
C -3.941 -0.758 0.545 -2.85 -0.35 -1.85 -1.490
C -2.345 1.107 0.441 0.50 0.44 -2.22 -0.583
C -2.693 -0.147 -0.012 -0.72 -1.78 1.45 0.977
C -1.208 1.673 -0.165 0.08 -0.96 1.56 -0.546
C -1.886 -0.968 -0.807 -0.18 1.09 0.19 -0.680
C -0.365 0.830 -0.895 0.38 -0.23 -0.10 0.669
C -0.670 -0.496 -1.252 -0.08 0.62 0.80 -0.394
O 0.859 1.361 -1.144 0.42 0.77 -0.16 -0.562
H -3.073 1.660 1.029 0.47 0.04 0.21 0.350
H -0.773 2.572 0.259 -0.12 0.22 -0.55 0.348
H -4.113 -1.851 0.441 0.88 0.51 0.26 0.307
H -4.781 -0.404 -0.119 0.49 -0.14 0.26 0.296
H -2.237 -1.948 -1.054 0.00 -0.45 0.02 0.330
H 0.067 -1.199 -1.633 -0.04 0.44 -0.38 0.295
H 1.444 0.769 -1.614 -0.17 -0.35 -0.18 0.261
H -4.357 -0.447 1.492 0.77 0.19 0.65 0.351
```
Forces are in eV/Å.

***

Molecular formula: C26H35Cl8F12N2O2S2
Method: DFT, ωB97M-V/def2-TZVPD

Output
Multiplicity: 1
Electronic energy, eV: -189055.003
Lowest unoccupied orbital energy, eV: -4.4
Net charge: +1

```
87
Properties=species:S:1:pos:R:3:forces:R:3:mulliken_charge:R:1
C -7.670 -0.997 -0.256 0.98 0.14 -0.78 0.016
C -6.806 -0.979 -1.107 -0.42 -0.31 0.65 -0.352
C -5.724 -1.043 -2.131 -0.92 0.03 0.39 -0.886
C -4.413 -1.678 -1.618 0.15 0.80 -0.10 -0.560
C -3.857 -0.834 -0.419 0.00 -0.46 -0.52 -1.740
C -2.683 -1.571 0.234 -1.77 0.95 -0.54 0.249
C -2.950 -2.685 0.989 1.23 -0.65 0.52 0.432
C -4.305 -3.299 1.314 -0.24 0.11 -0.21 0.920
F -4.340 -4.540 0.828 -0.08 -0.02 0.27 -0.259
F -4.429 -3.321 2.662 0.12 -0.39 -0.04 -0.304
F -5.388 -2.692 0.856 0.08 0.35 0.04 -0.151
C -1.846 -3.378 1.543 -0.23 -0.15 0.77 0.073
C -2.004 -4.661 2.365 -0.54 -1.39 0.46 -0.707
O -2.202 -5.713 1.839 0.44 0.64 -0.39 -0.462
O -1.865 -4.620 3.742 -0.23 1.03 -0.88 -0.468
C -0.545 -2.960 1.345 -0.20 -0.04 -0.02 1.136
C 0.631 -3.738 1.924 0.57 0.43 -0.12 -1.809
N 1.438 -4.412 0.892 0.27 -0.14 0.62 -0.248
C 2.800 -4.554 1.471 -0.11 -0.12 0.47 -0.754
C -0.362 -1.814 0.561 1.40 -0.56 -0.60 0.295
S 1.349 -1.346 0.300 -0.06 0.03 0.18 0.167
N -1.409 -1.143 0.032 0.74 -0.19 0.13 0.285
C -1.162 0.076 -0.777 -1.53 0.68 -0.53 -1.667
C -1.610 1.392 -0.062 0.18 -0.98 -0.29 -1.050
C -0.498 2.130 0.713 -0.56 1.08 -1.81 0.795
F -0.478 3.391 0.155 -0.29 0.06 0.51 -0.367
F 0.739 1.685 0.439 -0.16 -0.66 0.77 -0.186
C -0.761 2.415 2.216 -0.57 1.65 -0.66 0.512
F -1.972 3.056 2.292 0.60 -1.14 -0.51 -0.286
F 0.120 3.323 2.603 0.41 -0.27 0.01 -0.255
S -0.769 1.021 3.456 0.45 0.37 4.68 1.428
F 0.345 1.787 4.321 -0.26 -0.38 -0.42 -0.336
F 0.414 0.181 2.808 -0.81 0.26 -1.07 -0.318
F -1.926 0.200 2.723 0.52 0.36 -0.65 -0.299
F -1.871 1.849 4.311 0.27 -0.71 -0.77 -0.348
F -0.813 -0.073 4.612 -0.17 -0.04 -0.50 -0.296
H -8.404 -0.997 0.525 0.12 0.01 -0.29 0.404
H -6.127 -1.616 -2.980 0.30 0.17 0.15 0.397
H -5.567 -0.008 -2.478 0.20 -0.39 -0.01 0.348
H -4.530 -2.738 -1.368 -0.11 0.33 -0.05 0.432
H -3.685 -1.608 -2.448 -0.18 -0.19 0.32 0.360
H -4.649 -0.650 0.323 0.30 -0.19 -0.25 0.596
H -3.604 0.142 -0.843 0.04 -0.27 0.32 0.655
H -2.742 -4.413 4.106 0.20 0.00 0.22 0.380
H 1.294 -2.995 2.403 -0.30 -0.29 -0.03 0.543
H 0.345 -4.441 2.725 -0.24 0.40 -0.20 0.873
H 1.091 -5.367 0.820 -0.18 0.20 -0.29 0.272
H 3.269 -3.568 1.592 -0.14 -0.27 -0.29 0.167
H 2.719 -4.992 2.488 0.27 0.04 -0.39 0.377
H 3.443 -5.194 0.857 -0.26 0.23 0.04 0.264
H 1.457 -1.183 -1.044 -0.52 -0.11 0.34 0.242
H -0.164 0.124 -1.209 -0.10 -0.14 0.60 0.810
H -1.836 -0.016 -1.643 0.40 -0.08 0.26 0.445
H -1.968 2.039 -0.878 0.45 0.11 0.42 0.555
H -2.510 1.214 0.545 0.53 0.04 0.05 0.645
Cl 4.832 -1.383 0.807 0.01 0.07 0.05 -0.174
C 5.551 -1.529 -0.820 0.04 -0.01 -0.35 0.242
C 5.123 -2.791 -1.527 -0.02 0.04 -0.04 -0.412
Cl 5.812 -4.253 -0.775 -0.03 -0.03 0.02 -0.197
H 6.633 -1.479 -0.716 -0.04 -0.06 0.11 0.417
H 5.219 -0.655 -1.383 0.02 -0.31 0.05 -0.385
H 5.474 -2.770 -2.558 0.04 0.05 0.04 0.407
H 4.039 -2.896 -1.537 0.03 -0.03 0.08 0.128
Cl 5.061 1.693 -1.449 -0.06 0.29 0.07 -0.181
C 4.816 2.461 -3.040 0.04 0.13 -0.15 -0.458
C 3.519 2.031 -3.676 -0.08 0.20 -0.06 -0.213
Cl 3.542 0.314 -4.163 -0.05 -0.11 0.10 -0.210
H 5.671 2.218 -3.667 -0.05 -0.06 0.01 0.276
H 4.809 3.537 -2.877 -0.06 -0.03 0.02 0.362
H 3.342 2.615 -4.578 0.12 -0.05 -0.02 0.206
H 2.677 2.178 -3.002 0.07 -0.07 0.05 0.215
Cl -2.010 6.782 7.624 -0.03 -0.01 0.00 -0.182
C -2.093 5.345 6.577 0.08 -0.09 0.02 -0.408
C -2.496 5.691 5.164 0.14 -0.12 -0.08 0.041
Cl -4.188 6.227 5.056 -0.08 0.05 -0.01 -0.186
H -2.787 4.639 7.027 -0.05 0.08 -0.02 0.335
H -1.100 4.896 6.576 0.00 0.04 -0.06 0.246
H -2.406 4.807 4.533 0.00 -0.02 0.06 -0.207
H -1.866 6.477 4.751 -0.05 0.03 0.07 0.359
Cl 4.754 4.832 -5.769 0.00 0.02 0.06 -0.173
C 5.446 4.654 -7.404 0.08 0.04 -0.22 -0.446
C 5.007 3.375 -8.073 -0.04 0.04 -0.11 -0.504
Cl 5.708 1.932 -7.295 -0.05 0.00 0.08 -0.171
H 6.529 4.709 -7.317 -0.04 -0.07 0.09 0.320
H 5.106 5.510 -7.985 -0.07 -0.04 0.02 0.322
H 5.341 3.369 -9.109 0.06 0.04 0.04 0.354
H 3.924 3.270 -8.063 0.03 -0.01 0.08 0.314
```
Forces are in eV/Å.